C3H6OS | the ωB97M-V functional and the def2-TZVPD basis

The geometry in XYZ format:
```
11
Properties=species:S:1:pos:R:3
C 1.28801 0.34555 -0.43821
C -0.23650 0.22795 -0.55242
S -0.87223 0.43772 -2.04712
C -1.05753 0.00184 0.67780
O -1.42643 -1.39077 0.76611
H 1.54696 0.70080 0.53543
H 1.84089 -0.49223 -0.69777
H 1.73389 1.02069 -1.03650
H -0.37239 0.27408 1.51471
H -1.88797 0.69676 0.56183
H -0.55669 -1.82241 0.71616
```

Strongest force on any atom ... 3.80 eV/A
SMILES ... CC(=S)CO
HOMO energy ... -8.7 eV
Calculated total energy ... -591.27285 Ha
Frontier orbital gap ... 8.255 eV

The Löwdin scheme yields these atomic charges, measured in e: atom 1 (C): -0.121, atom 2 (C): -0.752, atom 3 (S): 0.739, atom 4 (C): -0.295, atom 5 (O): -0.057, atom 6 (H): 0.070, atom 7 (H): 0.063, atom 8 (H): 0.028, atom 9 (H): 0.119, atom 10 (H): 0.112, atom 11 (H): 0.092

***

C3H5NO | the ωB97M-V functional and the def2-TZVPD basis

The geometry in XYZ format:
```
10
Properties=species:S:1:pos:R:3
C -0.04965 0.67386 0.34056
C 0.15132 -0.84770 0.09468
C -0.86268 -0.05905 -0.58399
N -2.59166 0.11869 0.47512
O -3.57453 0.24749 -0.18864
H -0.41191 0.92666 1.32746
H 0.87859 1.32861 0.15344
H 1.13539 -1.07688 -0.45474
H 0.02352 -1.48264 1.01765
H -1.14535 0.13521 -1.69172
```

Strongest force on any atom ... 4.46 eV/A
HOMO energy ... -8.3 eV
Calculated total energy ... -247.11107 Ha
Frontier orbital gap ... 8.217 eV

The Löwdin scheme yields these atomic charges, measured in e: atom 1 (C): -0.223, atom 2 (C): -0.169, atom 3 (C): -0.218, atom 4 (N): 0.072, atom 5 (O): -0.030, atom 6 (H): 0.075, atom 7 (H): 0.122, atom 8 (H): 0.119, atom 9 (H): 0.110, atom 10 (H): 0.141

***

C2H9NS2 | the ωB97M-V functional and the def2-TZVPD basis

The geometry in XYZ format:
```
14
Properties=species:S:1:pos:R:3
S 3.00358 0.67868 -1.15943
S 3.17251 -1.36917 -0.03812
H 4.03005 0.55894 -2.01214
H 3.57803 -0.81622 1.10621
C -0.36534 0.68829 0.59781
N -1.31400 0.35987 -0.47221
C -2.44460 -0.38246 0.01117
H -0.02330 -0.25202 1.04799
H 0.49393 1.23272 0.22605
H -0.96838 1.20596 1.35257
H -0.83044 -0.15860 -1.19301
H -2.26529 -1.34776 0.51340
H -3.14492 -0.56956 -0.80299
H -2.92181 0.17133 0.82272
```

Charge ... -1
Strongest force on any atom ... 2.13 eV/A
Multiplicity ... 2
HOMO energy (spin up / spin down) ... -0.9 / -3.6 eV
Calculated total energy ... -932.70548 Ha
Frontier orbital gap (spin up / spin down) ... 4.535 / 7.258 eV

The Löwdin scheme yields these atomic charges, measured in e: atom 1 (S): -0.116, atom 2 (S): -0.129, atom 3 (H): -0.337, atom 4 (H): -0.339, atom 5 (C): -0.147, atom 6 (N): -0.190, atom 7 (C): -0.197, atom 8 (H): 0.065, atom 9 (H): 0.030, atom 10 (H): 0.068, atom 11 (H): 0.093, atom 12 (H): 0.068, atom 13 (H): 0.066, atom 14 (H): 0.064

***

It is found that the energy above the lowest of the compared OMol25 structures with the same formula, charge and spin values, taken in the order of the records, are 1.637 5.338 0.186 eV.